Record 1
This record from the Open Molecules 2025 dataset describes 3 unconnected molecules or ions with the total composition C25H52FN2O3. The level of theory is ωB97M-V with the def2-TZVPD basis set.

**Spin multiplicity**: 1
**E_LUMO**: 0.0907 hartree
**HOMO energy**: -1.38 eV
**Energy**: -38607.3572 eV
**Net charge**: -1
**Strongest force on any atom**: 0.32 eV Å⁻¹
**HOMO-LUMO gap**: 3.8442 eV

Last column: Löwdin charge in e.
Atoms and positions in Å:
1 C 3.37462 2.20325 -0.91807  -0.11
2 C 2.04716 1.80081 -1.56397  -0.26
3 C 1.87362 0.29173 -1.81079  -0.18
4 C 2.26434 -0.71862 -0.69129  -0.38
5 C 2.65522 -2.02670 -1.40003  -0.11
6 C 1.24299 -0.99540 0.43095  -0.30
7 C -0.10058 -1.37724 -0.15356  -0.25
8 C -1.07560 -2.00401 0.86966  -0.22
9 C -2.46587 -1.36834 0.89909  -0.23
10 C -3.45290 -1.99416 -0.08414  -0.22
11 C -4.85886 -1.39964 0.00540  -0.21
12 C -4.97750 -0.05929 -0.73687  -0.21
13 C -4.88813 1.15672 0.17936  -0.22
14 C -4.71202 2.46778 -0.57763  -0.18
15 C -3.31649 2.61313 -1.18042  -0.24
16 O -2.47080 3.28116 -0.26217  -0.19
17 C -1.14016 2.78816 -0.27409  -0.10
18 C 1.07707 0.16923 1.40243  -0.18
19 C 1.95670 0.10116 2.65154  -0.35
20 C 3.37823 -0.37424 2.47306  -0.07
21 F 2.04707 1.41751 3.24623  -0.12
22 H 3.67458 3.20774 -1.22312  0.06
23 H 4.17173 1.50413 -1.18574  0.07
24 H 3.30216 2.20651 0.17040  0.06
25 H 1.95640 2.31088 -2.52986  0.10
26 H 1.22579 2.18510 -0.95779  0.05
27 H 0.82799 0.11072 -2.08531  0.10
28 H 2.45696 0.05134 -2.71136  0.10
29 H 3.17804 -0.35223 -0.21290  0.09
30 H 2.74336 -2.82236 -0.65766  0.06
31 H 1.90828 -2.32051 -2.14373  0.04
32 H 3.60896 -1.91937 -1.93252  0.06
33 H -0.64851 -0.51030 -0.61288  0.09
34 H 0.05274 -2.07704 -0.98159  0.09
35 H -1.18237 -3.07657 0.66565  0.09
36 H -0.61474 -1.92817 1.85704  0.09
37 H -2.34913 -0.30548 0.65193  0.08
38 H -2.90469 -1.41827 1.90336  0.11
39 H -3.07630 -1.83937 -1.10175  0.11
40 H -3.47976 -3.07578 0.08367  0.10
41 H -5.59972 -2.11210 -0.36509  0.10
42 H -5.09434 -1.23158 1.06375  0.10
43 H -4.16535 -0.00615 -1.46947  0.10
44 H -5.90936 -0.00376 -1.30895  0.11
45 H -4.04070 1.03572 0.86242  0.11
46 H -5.78563 1.19787 0.80520  0.11
47 H -5.47212 2.55440 -1.36090  0.11
48 H -4.84611 3.31150 0.10355  0.11
49 H -2.89246 1.62721 -1.40673  0.11
50 H -3.35346 3.17919 -2.12031  0.12
51 H -0.72234 2.78615 -1.28666  0.08
52 H -1.09001 1.76858 0.12444  0.07
53 H -0.53803 3.44885 0.34373  0.08
54 H 0.04162 0.16879 1.77118  0.10
55 H 1.22838 1.17865 0.97536  0.09
56 H 1.45133 -0.49466 3.41787  0.12
57 H 3.35951 -1.35255 1.99343  0.07
58 H 3.92615 0.32886 1.84479  0.07
59 H 3.88286 -0.42093 3.44121  0.07
60 C 1.29936 4.48844 2.72985  -0.33
61 O 1.46726 5.03997 1.65765  0.00
62 N 1.27043 5.15293 3.91027  -0.20
63 C 1.08220 4.45192 5.15980  -0.06
64 C 1.44509 6.58989 3.90299  -0.06
65 H 1.16075 3.40415 2.84113  0.12
66 H 0.17853 4.79230 5.67315  0.08
67 H 1.93592 4.59852 5.82693  0.09
68 H 0.98887 3.38640 4.95510  0.08
69 H 0.66567 7.07288 3.31129  0.09
70 H 2.40706 6.86213 3.46553  0.09
71 H 1.39868 6.95609 4.92725  0.08
72 C 0.67710 -5.16209 -3.14529  -0.34
73 O 0.66910 -4.04324 -3.60451  0.03
74 N 1.33267 -6.20853 -3.70602  -0.20
75 C 1.33038 -7.52352 -3.11321  -0.07
76 C 2.07326 -5.96909 -4.92960  -0.05
77 H 0.15821 -5.42623 -2.20797  0.14
78 H 2.34273 -7.84275 -2.85233  0.09
79 H 0.89825 -8.26470 -3.79118  0.08
80 H 0.73437 -7.50283 -2.20212  0.08
81 H 2.83715 -5.20623 -4.77460  0.09
82 H 1.41019 -5.61665 -5.72091  0.09
83 H 2.54702 -6.89783 -5.24248  0.08

Record 2
This record from the Open Molecules 2025 dataset describes 3 unconnected molecules or ions with the total composition C25H52N2O3PS2 at a distorted geometry. The level of theory is ωB97M-V with the def2-TZVPD basis set.

**Spin multiplicity**: 1
**E_LUMO**: -0.1271 hartree
**HOMO energy**: -10.16 eV
**Energy**: -66842.1444 eV
**Net charge**: +1
**Strongest force on any atom**: 1.28 eV Å⁻¹
**HOMO-LUMO gap**: 6.7019 eV

Last column: Löwdin charge in e.
Atoms and positions in Å:
1 C 1.92373 3.40904 1.19616  -0.09
2 C 1.08245 2.13133 1.41172  -0.23
3 C -0.15336 2.02711 0.49369  -0.19
4 C -0.13772 0.75510 -0.35079  -0.20
5 N -0.17085 -0.48127 0.44441  -0.22
6 C -0.08702 -1.68487 -0.39410  -0.22
7 C 1.14240 -1.69006 -1.29892  -0.18
8 C 2.43962 -1.36808 -0.53468  -0.24
9 C 3.36152 -0.49449 -1.40624  -0.27
10 P 5.00720 -0.23386 -0.70644  0.94
11 C 5.20275 -0.92077 0.93498  -0.23
12 C 6.68580 -1.26071 1.19347  -0.27
13 O 7.28814 -0.12258 1.75261  -0.17
14 C 8.56820 -0.36996 2.35341  -0.25
15 C 9.58965 0.62662 1.85068  -0.07
16 N 5.34281 1.34357 -0.68205  -0.05
17 C 6.01762 1.95801 -1.60123  -0.38
18 C 7.45505 1.64680 -1.86975  0.00
19 C 5.35588 3.04720 -2.38073  0.00
20 C -1.35109 -0.51621 1.26050  -1.09
21 S -1.25027 -0.31362 2.84979  0.78
22 S -2.94066 -0.85458 0.48564  0.87
23 C -3.64810 0.74871 -0.02660  -0.44
24 C -5.14913 0.88579 0.32674  -0.29
25 C -5.85471 -0.35280 0.87488  -0.15
26 H 1.56196 3.98942 0.34792  0.06
27 H 1.95659 4.04192 2.08037  0.07
28 H 2.96044 3.14260 0.97962  0.05
29 H 1.71403 1.26923 1.18622  0.08
30 H 0.79898 2.05501 2.45830  0.09
31 H -1.08679 2.12778 1.04492  0.08
32 H -0.11796 2.85435 -0.21847  0.11
33 H -0.98595 0.79077 -1.05174  0.12
34 H 0.78276 0.79986 -0.93049  0.10
35 H -0.00614 -2.53984 0.28464  0.13
36 H -0.98300 -1.86076 -0.99839  0.09
37 H 1.18874 -2.63445 -1.83955  0.12
38 H 0.99667 -0.92345 -2.06445  0.10
39 H 2.94437 -2.31112 -0.32177  0.11
40 H 2.17781 -0.84736 0.38544  0.10
41 H 3.46746 -0.98338 -2.37707  0.10
42 H 2.91895 0.49349 -1.53524  0.08
43 H 5.90484 -0.91165 -1.54491  0.07
44 H 4.59288 -1.81317 1.05598  0.09
45 H 4.91903 -0.16910 1.67260  0.12
46 H 7.18094 -1.47626 0.23464  0.11
47 H 6.76312 -2.14904 1.82358  0.13
48 H 8.44401 -0.29762 3.43445  0.12
49 H 8.90482 -1.38005 2.10817  0.12
50 H 9.21429 1.64617 1.90693  0.08
51 H 10.46785 0.55662 2.49467  0.08
52 H 9.93315 0.38302 0.84574  0.07
53 H 7.58252 0.63446 -2.26383  0.09
54 H 8.02617 1.72710 -0.94538  0.09
55 H 7.85534 2.32381 -2.61859  0.09
56 H 5.99210 3.36338 -3.20361  0.08
57 H 4.39890 2.69934 -2.76300  0.09
58 H 5.21042 3.91789 -1.73690  0.11
59 H -3.06480 1.58163 0.35581  0.06
60 H -3.57856 0.78230 -1.11353  0.06
61 H -5.67703 1.16223 -0.58661  0.10
62 H -5.30037 1.69975 1.03590  0.10
63 H -6.91120 -0.10542 0.99333  0.06
64 H -5.83581 -1.19050 0.17683  0.06
65 H -5.49593 -0.65118 1.85670  0.07
66 C -3.67396 -2.57251 -3.17796  -0.03
67 C -4.95445 -2.31675 -3.94036  -0.50
68 O -4.95017 -2.13091 -5.13324  0.07
69 C -6.23093 -2.30327 -3.13421  -0.02
70 H -2.83466 -2.55486 -3.87042  0.08
71 H -3.53044 -1.79801 -2.42139  0.05
72 H -3.71315 -3.54597 -2.68664  0.09
73 H -6.18658 -1.52423 -2.37043  0.07
74 H -6.37524 -3.26589 -2.64107  0.09
75 H -7.07404 -2.10940 -3.79241  0.08
76 C -10.29082 0.68122 2.84128  -0.02
77 C -10.18359 -0.66982 2.17595  -0.50
78 O -9.38193 -0.88176 1.29584  0.06
79 C -11.12621 -1.74278 2.66287  -0.02
80 H -9.56376 1.36135 2.40382  0.08
81 H -11.29271 1.08969 2.70111  0.09
82 H -10.09757 0.58863 3.91116  0.09
83 H -12.16050 -1.42804 2.51588  0.09
84 H -10.96512 -1.92907 3.72585  0.09
85 H -10.94965 -2.66082 2.10799  0.08